1.
The following is a DFT calculation (ωB97M-V/def2-TZVPD) of C23H41Cl2N4O3P2PdS2 as an isolated structure at a distorted geometry.

## Properties
- F_max (eV/A) = 3.002
- DFT total energy (eV) = -105364.205
- LUMO level (spin up / spin down) (eV) = -11.91 / -11.91

Geometry as ORCA input:
```
! RIJCOSX wB97M-V def2-TZVPD def2/J DEFGRID3
* xyz 3 1
Pd 0.663 -0.781 0.594
C -0.249 3.235 0.401
P 0.569 1.724 -0.280
C -0.786 1.445 -1.509
N -0.876 1.972 -2.670
C -1.925 1.866 -3.478
C -2.001 2.413 -4.765
C -3.149 2.304 -5.509
C -4.274 1.626 -5.007
C -4.245 1.068 -3.754
C -3.093 1.163 -2.963
N -2.976 0.631 -1.758
C -1.921 0.672 -1.032
P -1.853 -0.290 0.534
C -2.516 0.959 1.706
C -3.196 -1.648 0.487
C -2.959 -2.568 -0.696
C -2.971 -2.383 1.810
C -4.575 -1.013 0.418
C 2.258 2.369 -0.923
C 3.271 1.233 -0.828
C 2.676 3.486 0.034
C 2.117 2.843 -2.358
H -0.001 4.061 -0.265
H 0.119 3.477 1.396
H -1.332 3.135 0.423
H -1.137 2.933 -5.150
H -3.193 2.739 -6.496
H -5.160 1.543 -5.620
H -5.100 0.548 -3.346
H -3.288 1.565 1.229
H -1.722 1.601 2.082
H -2.946 0.438 2.559
H -1.955 -2.989 -0.686
H -3.088 -2.038 -1.638
H -3.678 -3.385 -0.663
H -1.968 -2.810 1.849
H -3.690 -3.196 1.901
H -3.109 -1.731 2.671
H -4.670 -0.354 -0.445
H -4.838 -0.471 1.322
H -5.305 -1.814 0.293
H 3.258 0.787 0.173
H 4.269 1.614 -1.033
H 3.058 0.463 -1.563
H 2.586 3.175 1.075
H 2.121 4.407 -0.107
H 3.722 3.725 -0.152
H 1.850 2.009 -3.003
H 3.078 3.232 -2.695
H 1.389 3.645 -2.463
C 1.181 -2.387 -3.369
S 0.313 -1.584 -2.034
O 1.139 -0.420 -1.610
O -0.991 -1.145 -2.459
O 0.263 -2.498 -0.879
H 0.980 -1.849 -4.286
H 0.809 -3.402 -3.439
H 2.240 -2.374 -3.149
C 4.863 -1.161 4.067
N 3.614 -0.870 3.382
C 2.413 -0.672 3.894
S 1.159 0.045 2.884
N 2.021 -0.925 5.125
C 2.670 -1.636 6.212
H 5.670 -0.681 3.519
H 5.072 -2.230 4.091
H 4.854 -0.772 5.080
H 3.713 -0.677 2.392
H 1.107 -0.555 5.361
H 3.169 -0.940 6.888
H 3.385 -2.365 5.845
H 1.899 -2.160 6.774
Cl 2.990 -2.152 0.423
C 2.307 -3.637 1.118
Cl 0.791 -3.206 1.912
H 3.004 -4.047 1.852
H 2.104 -4.337 0.306
*
```

2.
The following is a DFT calculation (ωB97M-V/def2-TZVPD) of C23H41Cl3N3O3SiSr as an isolated structure at a distorted geometry.

## Properties
- F_max (eV/A) = 3.172
- DFT total energy (eV) = -81416.711
- LUMO level (eV) = 1.91

Geometry as ORCA input:
```
! RIJCOSX wB97M-V def2-TZVPD def2/J DEFGRID3
* xyz -1 1
C 1.253 -1.503 -3.826
C 2.440 -1.447 -2.954
H 1.228 -0.577 -4.454
H 0.360 -1.479 -3.220
H 1.260 -2.369 -4.490
C 3.660 -1.263 -3.510
C 3.885 -0.862 -4.937
H 4.585 -1.482 -2.968
H 3.253 -0.013 -5.275
H 3.699 -1.710 -5.628
H 4.934 -0.556 -5.100
Sr -2.143 -0.530 0.306
Cl -1.008 -3.024 1.527
Cl -2.624 -0.421 -2.514
C -2.261 -0.983 3.748
O -2.601 0.003 3.052
N -1.217 -1.030 4.598
C -0.555 0.215 4.949
C -0.668 -2.309 5.045
H -2.785 -1.946 3.636
H -1.296 1.024 4.923
H 0.261 0.434 4.240
H -0.117 0.113 5.949
H -1.363 -3.101 4.760
H -0.514 -2.296 6.128
H 0.299 -2.513 4.574
H -3.685 2.691 -4.148
H -0.388 2.434 -2.377
C -3.192 3.477 -3.568
C -1.066 3.302 -2.223
N -2.474 2.953 -2.405
H -3.973 4.169 -3.224
C -3.231 2.571 -1.320
O -2.815 2.061 -0.268
H -0.952 3.716 -1.207
H -4.314 2.792 -1.453
H -2.486 3.996 -4.216
H -0.832 4.030 -3.007
O 1.220 -0.871 -0.854
C 2.227 -1.752 -1.469
C 4.495 -0.782 -0.769
C 3.560 -1.833 -0.686
H 4.354 0.019 -1.503
C 5.632 -0.780 0.049
H 1.695 -2.730 -1.433
C 3.881 -2.976 0.048
H 6.280 0.101 0.075
C 5.910 -1.916 0.827
C 5.050 -3.014 0.799
H 3.223 -3.835 0.031
H 6.828 -1.955 1.422
H 5.291 -3.905 1.381
Si 1.443 0.269 0.427
Cl 0.286 1.211 -4.096
C 2.564 1.701 -0.062
C 2.156 -0.686 1.905
C 0.027 1.255 1.353
H 3.620 1.585 0.201
H 2.193 2.578 0.481
H 2.486 1.927 -1.125
H -0.734 1.734 0.708
H 0.734 2.020 1.726
H -0.498 0.801 2.225
H 3.213 -0.951 1.842
H 1.611 -1.621 2.050
H 2.062 -0.122 2.838
C -8.066 0.517 1.547
C -6.639 1.129 1.448
C -5.605 0.230 0.945
N -4.753 -0.487 0.584
H -8.429 0.144 0.575
H -8.780 1.266 1.923
H -8.077 -0.335 2.237
H -6.692 1.995 0.760
H -6.323 1.509 2.445
*
```

The records above give, respectively, energy relative to the best compared isomer or geometry (same formula, charge and spin) values of 43.4 0.0 kcal/mol.